one | Molecular formula: C26H28N11O2SSeSnTe4
Method: DFT, ωB97M-V/def2-TZVPD

Positions of all 74 atoms, in Å:
Sn 0.302 0.791 0.394
N -5.320 5.811 -2.963
C -4.455 4.731 -2.857
C -4.922 3.426 -3.031
C -4.066 2.353 -2.869
C -2.722 2.567 -2.599
C -2.239 3.866 -2.468
C -3.098 4.937 -2.599
S -1.785 1.260 -1.896
O -2.035 1.369 -0.463
O -2.195 -0.006 -2.464
N -0.229 1.677 -2.041
C 0.493 1.083 -3.037
N 1.830 1.070 -2.804
C 2.590 0.464 -3.691
C 2.088 -0.164 -4.824
C 0.723 -0.018 -5.014
N -0.069 0.621 -4.170
H -6.293 5.611 -2.810
H -5.009 6.661 -2.524
H -5.970 3.257 -3.252
H -4.440 1.339 -2.937
H -1.197 4.025 -2.226
H -2.730 5.943 -2.439
H 3.660 0.473 -3.488
H 2.717 -0.692 -5.527
H 0.244 -0.417 -5.906
N 4.486 0.188 -0.091
C 4.689 1.381 -0.747
C 3.589 2.134 -0.479
N 2.738 1.446 0.341
C 3.286 0.262 0.536
C 2.756 -0.729 1.457
N 1.681 -0.555 2.209
C 1.485 -1.748 2.854
C 2.479 -2.625 2.551
N 3.302 -1.952 1.686
H 5.131 -0.581 -0.072
H 5.570 1.572 -1.331
H 3.355 3.130 -0.809
H 0.657 -1.881 3.531
H 2.668 -3.638 2.854
H 4.097 -2.349 1.221
Te -0.048 3.392 1.668
Te -1.806 5.819 3.287
Te -3.842 7.106 4.483
Te -2.676 3.231 2.575
C -1.327 -2.769 -3.586
N 0.061 -3.133 -3.825
C 0.534 -3.756 -4.960
C 1.862 -3.922 -4.806
N 2.188 -3.404 -3.567
C 3.524 -3.317 -3.022
C 1.077 -2.920 -2.951
Se 0.943 -2.047 -1.339
H -1.796 -2.555 -4.544
H -1.363 -1.876 -2.967
H -1.851 -3.585 -3.088
H -0.112 -4.005 -5.782
H 2.598 -4.352 -5.459
H 4.210 -2.970 -3.794
H 3.854 -4.286 -2.642
H 3.490 -2.597 -2.206
C -2.346 -2.916 2.663
C -2.134 -2.615 1.328
C -1.900 -1.295 0.971
N -1.805 -0.302 1.857
C -1.984 -0.608 3.140
C -2.288 -1.886 3.589
H -2.560 -3.931 2.975
H -2.154 -3.379 0.561
H -1.895 -1.012 -0.076
H -1.899 0.223 3.833
H -2.465 -2.057 4.643

Orbital gap (Eh): 0.1246
Net charge: -1
Highest occupied orbital energy (eV): -2.236
M (g mol⁻¹): 1266.7



two | Molecular formula: C26H28N11O2SSeSnTe4
Method: DFT, ωB97M-V/def2-TZVPD

Positions of all 74 atoms, in Å:
Sn -1.839 -0.113 -0.526
N -0.716 7.344 2.651
C -0.450 5.990 2.474
C -0.546 5.087 3.538
C -0.296 3.740 3.338
C 0.064 3.287 2.077
C 0.207 4.185 1.029
C -0.052 5.524 1.221
S 0.275 1.563 1.780
O 1.651 1.182 1.959
O -0.686 0.875 2.622
N -0.236 1.391 0.249
C 0.663 1.263 -0.781
N 0.129 0.561 -1.796
C 0.886 0.310 -2.851
C 2.183 0.784 -2.930
C 2.610 1.573 -1.872
N 1.873 1.827 -0.801
H -1.348 7.553 3.407
H -0.980 7.822 1.799
H -0.847 5.443 4.517
H -0.422 3.032 4.147
H 0.477 3.835 0.044
H 0.002 6.207 0.381
H 0.412 -0.246 -3.651
H 2.803 0.601 -3.795
H 3.590 2.041 -1.891
N -3.706 1.337 3.158
C -3.543 2.633 2.735
C -3.318 2.559 1.396
N -3.352 1.243 0.993
C -3.582 0.532 2.081
C -3.513 -0.933 2.212
N -4.348 -1.837 1.763
C -3.752 -3.042 2.042
C -2.547 -2.849 2.656
N -2.413 -1.496 2.792
H -3.891 1.022 4.093
H -3.596 3.473 3.403
H -3.152 3.350 0.683
H -4.227 -3.972 1.780
H -1.788 -3.535 2.988
H -1.556 -0.973 2.953
Te -3.149 1.259 -2.640
Te -3.445 5.666 -2.791
Te -1.897 7.522 -1.589
Te -1.801 3.581 -2.034
C 3.500 -1.029 0.725
N 3.426 -2.406 0.259
C 4.512 -3.178 -0.103
C 4.039 -4.375 -0.499
N 2.662 -4.324 -0.385
C 1.755 -5.414 -0.682
C 2.277 -3.107 0.086
Se 0.555 -2.526 0.358
H 3.788 -0.371 -0.094
H 4.229 -0.959 1.530
H 2.525 -0.721 1.094
H 5.519 -2.805 -0.043
H 4.551 -5.254 -0.848
H 2.134 -5.970 -1.537
H 0.781 -4.990 -0.917
H 1.655 -6.075 0.180
C 0.861 -5.051 -4.551
C -0.487 -4.734 -4.532
C -0.883 -3.563 -3.898
N -0.036 -2.738 -3.294
C 1.255 -3.058 -3.306
C 1.754 -4.194 -3.927
H 1.210 -5.949 -5.047
H -1.222 -5.371 -5.006
H -1.928 -3.273 -3.874
H 1.919 -2.372 -2.788
H 2.818 -4.395 -3.916

Orbital gap (Eh): 0.1758
Net charge: -1
Highest occupied orbital energy (eV): -2.981
M (g mol⁻¹): 1266.7



Name the least stable of them. one.